62
Properties=species:S:1:pos:R:3:mulliken_charge:R:1 method="wB97M-V/def2-TZVPD" spin_multiplicity=3 de_lowest_kj_mol=0.00 charge=0 homo_lumo_gap_ev="7.6 / 7.7" energy_ha=-6120.11435 s2=2.0193
H -1.86021 0.75683 -3.38689 0.48
C -2.69369 1.57155 0.62140 -0.68
H -2.55901 1.47663 1.69898 0.60
C 4.09321 3.15803 -0.93533 -0.58
C -1.73602 -2.07717 0.45429 -1.29
H 4.89877 -1.86862 1.85891 0.45
F 1.35559 -0.96036 -1.80403 -0.30
C -2.33540 0.17727 -1.39722 -0.50
C -0.27383 -0.45769 4.78221 -0.65
C 2.18877 -3.13383 -2.12173 0.20
H -1.13985 2.96553 0.00044 0.03
N 2.27526 -0.12475 0.75062 0.05
H -2.19440 -2.62470 -0.37751 0.56
N -0.34372 -1.74918 0.14563 1.35
C -2.21310 2.94428 0.17695 -1.30
H 2.85580 -5.16822 -2.34412 0.51
V 0.19522 0.08158 0.46791 0.25
C 1.33509 -2.27013 -1.46979 0.24
H -0.34072 -1.28718 5.47354 0.46
H -3.43088 0.16077 -1.48938 0.39
H -2.44136 3.66265 0.96585 0.40
H 2.39971 -1.92130 1.70315 0.48
F 3.01721 -2.63823 -3.04904 -0.31
C 0.44904 -4.06669 -0.21260 0.27
H -2.43763 -0.56699 1.83711 0.59
C 1.30108 -4.93105 -0.88045 0.25
C 4.37218 -1.05073 1.38994 -1.23
H -1.81185 -2.72561 1.33225 0.39
C 2.96921 -1.08770 1.30711 -0.24
C 2.18640 -4.48805 -1.84050 -0.64
C 4.31572 1.07188 0.25912 -0.10
C -0.10906 1.66610 3.01725 -0.24
C 2.68447 3.02274 -0.93575 0.32
H -3.76984 1.45956 0.42491 0.42
N -2.00445 0.39040 0.03730 0.48
C 0.43865 -2.69922 -0.48569 -0.62
H 6.11663 0.07500 0.90119 0.42
Cl 1.73333 4.25174 -1.69230 -0.23
O 0.75228 1.76441 -0.30142 0.15
H -0.04378 2.52211 2.35163 0.31
F -0.34413 -4.56234 0.75247 -0.34
H -0.26294 2.92803 4.75796 0.46
C 5.03691 0.02113 0.86357 -0.76
C -0.06481 0.36934 2.48889 0.49
C -0.23360 1.91518 4.37924 -0.74
H -0.65773 1.29845 -2.21160 0.10
C -1.72361 1.15786 -2.38104 -1.30
Br -0.49913 1.15994 7.11051 -0.21
C 2.06464 1.95621 -0.33734 -0.35
Cl 6.61280 2.42076 -0.36781 -0.26
H -2.19444 2.13590 -2.35393 0.27
C 2.91875 0.96619 0.24172 0.32
C -0.31842 0.84423 5.25139 -0.06
C -2.51504 -0.79317 0.77545 -1.09
H 4.53626 4.02372 -1.40720 0.47
F 1.26867 -6.22865 -0.55034 -0.32
C -0.14241 -0.67692 3.41697 0.00
H -2.71284 3.28980 -0.72496 0.39
C 4.88626 2.22142 -0.35234 0.59
H -3.57567 -0.95294 0.54014 0.61
H -1.98210 -0.82504 -1.64258 0.36
H -0.11175 -1.70637 3.06853 0.26